(1)
Below is an isolated ion of composition C6H16N3O3S and charge +1 in a non-equilibrium geometry, with properties calculated with ωB97M-V/def2-TZVPD.

```
29
Properties=species:S:1:pos:R:3
N 3.49 -0.45 0.08
C 2.06 -0.53 0.64
C 1.30 0.77 0.58
C 0.85 1.21 -0.77
C -0.70 1.46 -0.76
N -1.33 0.09 -0.75
C -2.53 -0.05 0.03
N -3.55 0.83 -0.28
O -1.88 0.26 1.55
S -3.15 -1.78 -0.06
C 1.43 -1.75 -0.09
O 0.23 -1.87 -0.06
O 2.25 -2.56 -0.63
H 4.18 -0.15 0.74
H 3.64 0.21 -0.67
H 2.30 -1.05 1.67
H 0.34 0.83 1.09
H 1.88 1.40 1.15
H 1.04 0.48 -1.51
H 1.15 2.26 -0.93
H -1.20 1.92 -1.50
H -1.07 1.85 0.11
H -0.56 -0.71 -0.28
H -1.34 -0.14 -1.67
H -3.37 1.80 0.01
H -4.49 0.64 0.01
H -1.93 -0.44 2.13
H -2.29 -2.23 0.88
H 3.24 -2.30 -0.68
```

As for the multiplicity: 1. The LUMO energy is -2.496 eV. The calculation puts the HOMO energy at -0.49309 Ha. As for the energy relative to the best compared isomer or geometry (same formula, charge and spin): 3.3112 eV. As for the total charge: +1. For the total energy, the calculation gives -1026.09416 a.u.

(2)
Below is a 5-piece molecular cluster, C15H36BrNO9S overall, with properties calculated with ωB97M-V/def2-TZVPD.

```
63
Properties=species:S:1:pos:R:3
H -1.05 4.50 1.68
N -1.47 3.59 1.49
C -1.76 3.47 0.27
C -2.38 2.20 -0.25
C -1.94 1.02 0.60
O -0.50 0.92 0.46
S -0.08 -0.03 -0.72
O 0.17 0.71 -1.91
O 0.86 -0.98 -0.25
O -1.52 -0.72 -0.90
C -2.38 -0.41 0.17
Br -1.87 -1.57 1.76
C -3.82 -0.78 -0.20
C -4.91 0.29 -0.07
C -5.18 1.04 -1.37
O -6.00 0.18 -2.16
H -1.58 4.27 -0.46
H -3.47 2.34 -0.22
H -2.09 2.04 -1.29
H -2.13 1.17 1.66
H -3.80 -1.12 -1.24
H -4.09 -1.64 0.40
H -5.84 -0.22 0.18
H -4.72 0.98 0.76
H -4.25 1.25 -1.90
H -5.69 1.99 -1.17
H -6.29 0.65 -2.95
C 0.69 2.44 4.53
C -0.59 3.00 5.12
O -1.12 2.17 6.14
H 0.52 1.44 4.13
H 1.06 3.08 3.72
H 1.47 2.37 5.29
H -1.37 3.05 4.35
H -0.43 4.01 5.50
H -0.47 2.10 6.85
C 3.64 -3.05 -0.51
C 3.95 -3.13 -1.99
O 2.77 -3.12 -2.79
H 2.98 -3.86 -0.22
H 4.55 -3.11 0.09
H 3.14 -2.11 -0.28
H 4.46 -4.06 -2.23
H 4.62 -2.31 -2.29
H 2.29 -2.30 -2.61
C 1.65 -6.59 -4.55
C 2.53 -6.94 -3.37
O 3.77 -6.26 -3.40
H 2.16 -6.82 -5.49
H 0.71 -7.15 -4.52
H 1.41 -5.53 -4.55
H 2.78 -8.00 -3.37
H 2.00 -6.73 -2.43
H 3.57 -5.31 -3.39
C 3.50 3.71 1.45
C 2.22 4.12 0.74
O 1.72 5.38 1.18
H 3.34 3.68 2.53
H 3.82 2.72 1.12
H 4.30 4.42 1.23
H 1.42 3.41 0.97
H 2.36 4.13 -0.34
H 2.39 6.05 1.00
```

As for the multiplicity: 1. The LUMO energy is 0.336 eV. The calculation puts the HOMO energy at -0.36132 Ha. As for the energy relative to the best compared isomer or geometry (same formula, charge and spin): 0.0000 eV. As for the total charge: 0. For the total energy, the calculation gives -4297.16662 a.u.

The records above give, respectively, orbital gap values of 10.92, 10.17 eV.